No. 1
CH5N3S2 | ωB97M-V/def2-TZVPD

```
11
Properties=species:S:1:pos:R:3:forces:R:3:lowdin_charge:R:1
S -2.042423 0.081224 -0.170574 0.1498 0.7537 -0.2743 0.74
S 1.456323 1.762812 1.244495 -0.1449 -0.0352 -0.0380 0.60
N 0.618323 -1.462200 -0.861349 -0.9099 0.5744 -1.6140 0.01
N -0.745739 0.286209 0.917834 0.0041 0.8723 1.1748 -0.45
N 1.074315 -0.202774 -0.489908 -0.3601 1.2357 0.9623 -0.12
C 0.561511 0.585074 0.509653 -0.1336 -0.8291 -0.5135 -0.98
H -2.050344 1.347879 -0.714609 -0.0587 -0.6549 0.2369 -0.11
H -1.002427 0.847844 1.765626 0.4497 -0.7709 -1.2478 0.08
H 2.024653 0.028249 -0.706747 0.2777 -0.1728 -0.1917 0.10
H 0.340437 -1.948524 -0.041751 -0.2923 -0.6215 0.8049 0.06
H -0.234632 -1.325794 -1.452670 1.0181 -0.3516 0.7002 0.05
```
Positions in Å, forces in eV/Å.

Results
Energy above the lowest of the compared OMol25 structures with the same formula, charge and spin (kcal per mole): 8.1
SMILES: NNC(=S)NS
DFT total energy (eV): -27257.7657
Orbital gap (Eh): 0.333

***

No. 2
CH5N4OS | ωB97M-V/def2-TZVPD

```
12
Properties=species:S:1:pos:R:3:forces:R:3:lowdin_charge:R:1
S -2.428916 -0.759673 0.230245 -0.9557 -0.4778 0.6885 0.16
O 1.943091 -1.326802 -0.143510 -1.7002 -0.6434 6.3341 -0.17
N 1.589984 -1.549030 1.101185 0.8596 1.6213 -4.4589 0.05
N -0.374559 -0.271717 -1.344321 0.9869 0.7976 0.3299 -0.04
N 0.441131 1.961259 0.101901 -0.8354 -0.9587 2.0452 0.00
N -1.099520 0.213344 -0.176322 1.5370 -0.5019 0.4349 -0.73
C -0.512771 1.189853 0.596938 0.6475 0.3878 -2.9868 -0.42
H 0.600791 1.532154 -0.786710 0.5213 0.2555 -1.0809 -0.04
H -0.948695 1.372199 1.561422 -0.3707 -0.0684 0.2525 0.07
H 1.012050 -0.705022 1.550875 1.1401 -1.0727 -1.7136 0.08
H -0.852658 -1.132785 -1.598225 -0.1010 0.2168 0.2343 0.00
H 0.630071 -0.523778 -1.093474 -1.7294 0.4438 -0.0792 0.03
```
Positions in Å, forces in eV/Å.

Results
Energy above the lowest of the compared OMol25 structures with the same formula, charge and spin (kcal per mole): 30.4
DFT total energy (eV): -19957.3387
Net charge: -1
Orbital gap (spin up / spin down) (Eh): 0.170 / 0.153

***

No. 3
CH5NO | ωB97M-V/def2-TZVPD

```
8
Properties=species:S:1:pos:R:3:forces:R:3:mulliken_spin:R:1
O 1.009126 2.955440 0.862159 -0.1180 0.0187 -0.1129 0.32
N -0.138058 -2.309098 -0.536850 -0.2088 -0.5123 0.0789 0.35
C -0.022883 2.200720 0.724744 0.5482 0.1462 0.1012 0.54
H -0.822835 2.439078 0.014973 -0.1656 -0.0323 -0.0814 0.00
H 0.563825 -1.647544 -0.234173 -0.0509 0.2359 -0.1079 -0.10
H -0.746829 -1.873108 -1.216556 0.1346 0.2395 0.0623 -0.09
H -0.155594 1.329844 1.373914 -0.2432 -0.1853 0.0729 0.02
H 0.313248 -3.095333 -0.988211 0.1037 0.0895 -0.0132 -0.04
```
Positions in Å, forces in eV/Å.

Results
Energy above the lowest of the compared OMol25 structures with the same formula, charge and spin (kcal per mole): 4.7
Multiplicity: 2
DFT total energy (eV): -4653.9709
Net charge: -1
Orbital gap (spin up / spin down) (Eh): 0.134 / 0.253

***

No. 4
CH5NO | ωB97M-V/def2-TZVPD

```
8
Properties=species:S:1:pos:R:3:forces:R:3:lowdin_charge:R:1
O 0.275414 0.048938 -1.509307 -0.3807 -0.4420 0.8363 -0.11
N -0.048972 -0.719575 -0.286942 0.5847 -0.0903 -1.1554 -0.15
C -0.113985 0.239901 0.790528 -0.3882 0.9901 -0.8360 -0.14
H -0.644662 1.134828 0.383120 0.1521 -0.3578 0.8292 0.09
H 0.899309 0.546603 1.051574 -0.0637 -0.0856 0.2056 0.07
H -0.984374 -1.061974 -0.501205 0.2389 0.1673 -0.0497 0.10
H -0.621650 -0.209690 1.642369 0.0090 0.1006 0.0359 0.08
H 1.238920 0.020969 -1.570137 -0.1520 -0.2822 0.1340 0.08
```
Positions in Å, forces in eV/Å.

Results
Energy above the lowest of the compared OMol25 structures with the same formula, charge and spin (kcal per mole): 38.3
SMILES: CNO
DFT total energy (eV): -4653.7233
Orbital gap (Eh): 0.387

***

No. 5
CH5NO2 | ωB97M-V/def2-TZVPD

```
9
Properties=species:S:1:pos:R:3:forces:R:3:lowdin_charge:R:1
O 1.357455 0.577621 -0.801451 -1.5307 -0.4405 -0.1248 0.05
O 0.707133 -1.064737 0.612893 -0.0628 0.1646 -2.8828 0.00
N -1.294254 0.672095 0.497584 -0.5699 -1.4238 -1.8085 -0.03
C 1.013027 -0.706894 -0.530635 3.3796 -0.2246 3.7881 -0.37
H -0.939713 0.271167 1.380859 0.4688 -0.1825 -1.2232 0.02
H 1.553494 -1.381243 -1.212628 -1.0278 -0.0254 -0.5358 0.14
H 0.887462 1.120210 -0.127834 0.3275 -0.0538 -0.2754 0.10
H -1.000557 0.086875 -0.415728 -1.0375 1.5830 3.4106 0.07
H -2.284048 0.424905 0.596940 0.0529 0.6031 -0.3484 0.01
```
Positions in Å, forces in eV/Å.

Results
Energy above the lowest of the compared OMol25 structures with the same formula, charge and spin (kcal per mole): 31.8
SMILES: O=CO.N
DFT total energy (eV): -6702.3313
Orbital gap (Eh): 0.397

***

No. 6
CH5NO2P | ωB97M-V/def2-TZVPD

```
10
Properties=species:S:1:pos:R:3:forces:R:3:lowdin_charge:R:1
P -0.621009 0.781076 -0.850772 1.5800 0.1270 0.5140 0.56
O -1.430159 1.052031 0.388852 -1.3213 0.3770 0.6524 -0.62
O -0.728089 -0.939274 -1.048153 0.7362 0.9099 -1.1130 -0.55
N -1.139828 -1.604376 0.081209 0.8244 -2.6106 2.4972 -0.13
C 1.204823 0.927152 -0.054569 -1.1183 -2.4408 -0.9654 -0.32
H 1.491300 1.938910 -0.188203 0.8202 0.8394 -1.0538 -0.05
H -1.412305 -0.884785 0.755748 -0.0459 0.1560 0.0109 0.01
H -0.310577 -2.145859 0.562256 -1.4714 1.5795 -1.3477 0.09
H 1.641384 0.060499 -0.683324 0.3933 1.7782 1.1008 0.01
H 1.304460 0.814625 1.036956 -0.3972 -0.7155 -0.2956 -0.01
```
Positions in Å, forces in eV/Å.

Results
Energy above the lowest of the compared OMol25 structures with the same formula, charge and spin (kcal per mole): 86.2
SMILES: CP([O-])ON
DFT total energy (eV): -15991.7224
Net charge: -1
Orbital gap (Eh): 0.273

***

No. 7
CH5NO2S | ωB97M-V/def2-TZVPD

```
10
Properties=species:S:1:pos:R:3:forces:R:3:lowdin_charge:R:1
S 0.292994 1.315602 -0.050432 1.8439 0.0662 -1.0780 0.95
O -0.401708 0.721310 2.033223 -2.6069 0.9814 0.8383 -0.32
O -1.066633 -0.446646 1.801750 0.3154 0.8315 0.1028 -0.21
N -0.129229 0.124989 -0.972584 -0.2683 -0.8239 -0.1386 -0.48
C 0.691175 -1.055471 -1.068085 -0.5854 0.5593 -3.2102 -0.22
H -1.123709 1.494129 2.087139 1.7301 -2.2782 0.0164 0.15
H 0.633312 -1.354965 -2.222661 0.1014 0.1073 2.6650 0.12
H 0.218767 -1.719509 -0.395199 -0.2472 -1.4242 0.3026 0.05
H -0.824813 1.832618 -0.404594 -1.4382 1.8789 0.1725 -0.08
H 1.709843 -0.912057 -0.808557 1.1551 0.1017 0.3291 0.04
```
Positions in Å, forces in eV/Å.

Results
Energy above the lowest of the compared OMol25 structures with the same formula, charge and spin (kcal per mole): 184.4
DFT total energy (eV): -17530.9468
Orbital gap (spin up / spin down) (Eh): 0.347 / 0.250

***

No. 8
CH5NO2Si | ωB97M-V/def2-TZVPD

```
10
Properties=species:S:1:pos:R:3:forces:R:3:lowdin_charge:R:1
Si 0.546092 -0.938734 -1.275682 0.3998 -0.1403 -0.6790 0.70
O 0.025790 0.361339 -0.300918 1.3571 0.0210 -1.9829 -0.23
O -0.887147 -1.210569 0.950189 1.1254 1.1827 -1.4225 0.00
N -0.651371 -0.046865 0.694726 -3.4693 2.9858 6.6393 -0.32
C -0.804379 1.346434 1.967368 1.2369 -5.2195 -0.0024 0.14
H -0.672687 2.161898 1.401160 0.4873 2.8803 -2.6294 -0.09
H -1.766571 1.299832 2.410727 -1.0813 -0.6707 0.1427 -0.04
H -0.696685 -1.608022 -1.503467 -0.3914 -0.7510 -0.3960 -0.05
H 1.586580 -1.535739 -0.494433 0.4167 -0.7034 0.3399 -0.05
H 1.137812 -0.458559 -2.525292 -0.0812 0.4153 -0.0098 -0.06
```
Positions in Å, forces in eV/Å.

Results
Energy above the lowest of the compared OMol25 structures with the same formula, charge and spin (kcal per mole): 114.8
DFT total energy (eV): -14573.9690
Orbital gap (spin up / spin down) (Eh): 0.285 / 0.285

***

No. 9
CH5NOP | ωB97M-V/def2-TZVPD

```
9
Properties=species:S:1:pos:R:3:forces:R:3:lowdin_charge:R:1
P 0.856614 0.009960 0.011908 -0.6033 1.8088 0.1248 0.53
O 2.491462 0.661410 0.073071 0.2810 0.3397 -0.0190 -0.61
N 2.276555 -0.805944 -0.072478 -1.2103 -1.2141 0.0197 -0.40
C -1.453386 -0.325605 -0.018937 2.1140 -1.4028 -0.1383 -0.27
H -1.693770 -1.046238 -0.801855 -0.1683 0.0266 -0.1188 -0.06
H 0.592480 0.728644 1.185568 -0.1788 -0.1566 0.2921 -0.04
H -1.797206 -0.726514 0.932325 -0.0570 0.1067 0.1722 -0.05
H -1.883295 0.637005 -0.247126 0.0857 0.5055 -0.0089 -0.05
H 0.610545 0.867278 -1.062474 -0.2630 -0.0138 -0.3239 -0.05
```
Positions in Å, forces in eV/Å.

Results
Energy above the lowest of the compared OMol25 structures with the same formula, charge and spin (kcal per mole): 107.5
DFT total energy (eV): -13940.2248
Net charge: -1
Orbital gap (Eh): 0.253

***

No. 10
CH5NOS | ωB97M-V/def2-TZVPD

```
9
Properties=species:S:1:pos:R:3:forces:R:3:lowdin_charge:R:1
S -2.028257 0.094680 -1.849742 0.0793 0.2201 -0.1077 0.46
O 0.689932 1.314205 1.505137 0.0788 -0.0296 0.2391 0.01
N 1.260896 -0.896744 1.415301 -0.3281 -0.0859 -0.0904 0.11
C 0.892624 0.300431 0.882085 -0.2369 0.4274 -0.1830 -0.44
H 0.783689 0.293682 -0.211426 0.1699 -0.2159 -0.1621 0.10
H 1.076559 -1.699808 0.832194 0.1339 -0.0252 0.1639 0.09
H 1.059189 -0.996420 2.400005 0.1722 -0.0830 0.0022 0.10
H -1.410237 1.282189 -1.839076 0.0623 0.0203 0.2703 -0.22
H -2.324396 0.307785 -3.134479 -0.1313 -0.2283 -0.1324 -0.23
```
Positions in Å, forces in eV/Å.

Results
Energy above the lowest of the compared OMol25 structures with the same formula, charge and spin (kcal per mole): 3.7
SMILES: NC=O.S
DFT total energy (eV): -15490.9596
Orbital gap (Eh): 0.393